Below is a molecular structure, C34H38IrN5O4S6Si, with properties calculated with ωB97M-V with the def2-TZVPD basis set.

```
89
Properties=species:S:1:pos:R:3
Ir 0.57 0.43 -0.82
S -0.12 2.64 3.76
S 1.80 -2.36 -2.53
S 0.44 2.32 0.57
S -1.80 4.76 -0.57
S -0.40 1.36 2.15
S 0.86 4.24 3.23
Si -2.57 -1.03 -0.13
O 1.85 -2.75 -3.91
O 3.02 -2.07 -1.83
O -1.78 3.60 -1.50
O -1.40 0.03 -0.39
N 0.85 -1.06 -2.34
N 2.26 0.29 -0.26
N -0.51 0.61 -2.71
N -0.62 -1.22 -4.24
N -0.85 -6.67 0.57
C 4.54 0.78 -0.69
C -3.17 4.51 3.23
C 0.55 -4.70 0.48
C 4.46 0.75 -2.08
C -3.20 2.96 0.93
C -2.73 -1.50 1.69
C -0.10 -0.60 -3.19
C 3.11 -1.25 3.60
C 5.63 1.40 -0.08
C 1.18 -3.70 -0.24
C -4.22 -0.29 -0.67
C 0.24 -4.59 -2.27
C 4.25 -2.05 3.68
C 3.45 0.20 0.13
C -2.59 4.20 0.94
C 6.54 1.96 -2.23
C 6.62 1.99 -0.85
C -2.55 4.98 2.08
C 4.90 -1.34 1.47
C 3.76 -0.54 1.39
C 5.46 1.34 -2.84
C -0.38 -5.59 -1.55
C 5.14 -2.09 2.61
C -3.18 5.77 -1.13
C -4.42 2.75 4.52
C -1.59 -0.55 -4.87
C 2.87 -0.51 2.46
C -3.82 3.28 3.24
C -2.36 -2.64 -1.08
C -3.82 2.51 2.08
C -2.07 0.68 -4.46
C 1.02 -3.65 -1.62
C -1.51 1.23 -3.31
C -0.24 -5.65 -0.16
H 5.58 -1.39 0.63
H -3.63 2.34 5.16
H 1.98 0.11 2.38
H -5.13 1.95 4.32
H 0.13 -4.52 -3.35
H -1.93 -2.18 1.99
H -3.27 -3.25 -1.03
H -2.91 6.18 -2.11
H 1.80 -2.97 0.26
H -2.02 -1.05 -5.73
H 7.32 2.42 -2.83
H 4.44 -2.63 4.57
H -2.01 5.92 2.09
H -1.54 -3.22 -0.65
H 6.02 -2.72 2.67
H -5.01 -1.05 -0.67
H 2.42 -1.21 4.43
H 5.39 1.30 -3.92
H 0.67 -4.74 1.56
H -1.03 -6.43 1.53
H 5.69 1.43 1.00
H -1.84 2.15 -2.86
H -4.54 0.52 -0.01
H -3.13 2.34 0.04
H -4.92 3.54 5.08
H -2.88 1.18 -4.98
H -4.29 1.53 2.09
H -4.06 5.14 -1.21
H 7.46 2.49 -0.36
H -4.14 0.11 -1.68
H -2.13 -2.46 -2.13
H -0.99 -6.33 -2.06
H -3.12 5.10 4.14
H 3.62 0.26 -2.54
H -3.69 -1.98 1.90
H -3.35 6.58 -0.42
H -2.65 -0.61 2.32
H -1.68 -7.05 0.13
```

Summary:
<S²>: 0.76
LUMO level (spin up / spin down): 2.294 / 1.478 eV
Spin multiplicity: 2
Energy relative to the best compared isomer or geometry (same formula, charge and spin): 25.03 kcal/mol
Net charge: -1
Gap between HOMO and LUMO (spin up / spin down): 6.490 / 5.939 eV

Below is a molecular structure, C34H38N2O2PPdS, with properties calculated with ωB97M-V with the def2-TZVPD basis set.

```
79
Properties=species:S:1:pos:R:3
Pd 0.80 -0.96 -0.04
S 1.66 -2.23 -2.21
P -0.99 0.47 0.57
O 1.30 0.62 -1.81
O 1.98 4.07 0.63
N 1.90 1.81 0.84
N 0.92 0.21 -2.98
C -2.38 2.44 1.94
C -3.10 2.11 -2.60
C -2.71 3.72 2.34
C 0.32 -3.84 1.30
C -3.24 1.02 -3.45
C 1.23 2.91 0.92
C -2.04 -0.35 -1.88
C -3.50 -0.85 1.08
C 3.32 3.63 0.61
C -1.76 4.75 2.14
C 5.70 1.87 0.63
C -1.92 0.73 -1.00
C -1.14 2.08 1.39
C 0.58 -1.46 -4.62
C -1.81 -0.99 2.77
C 1.03 -1.12 -3.33
C -2.71 -0.21 -3.09
C -0.03 -4.43 2.67
C 3.21 2.14 0.30
C 4.32 1.27 0.90
C -0.52 4.46 1.63
C 0.41 1.13 -3.84
C -4.34 -1.63 1.86
C -3.93 -2.08 3.10
C 4.25 -0.15 0.35
C -0.92 -3.93 0.40
C -0.01 0.80 -5.10
C 0.08 -0.53 -5.50
C -0.13 3.13 1.28
C -2.65 -1.75 3.56
C -2.45 1.96 -1.38
C 1.43 -4.71 0.68
C 0.79 -2.41 1.42
C -2.22 -0.51 1.52
H 1.69 -4.33 -0.31
H -0.26 -0.84 -6.49
H 0.84 -4.39 3.34
H -1.25 -4.97 0.29
H 4.71 -0.19 -0.65
H 3.87 4.21 -0.13
H -0.35 -5.48 2.59
H 1.12 -5.76 0.58
H -2.31 -2.10 4.52
H -0.42 1.57 -5.74
H -3.69 3.92 2.76
H 5.86 1.98 -0.45
H -1.74 -3.34 0.81
H -5.33 -1.89 1.49
H -3.84 -0.49 0.11
H -0.68 -3.53 -0.59
H 3.78 3.79 1.60
H 1.42 -2.27 2.31
H -4.58 -2.69 3.71
H 4.76 -0.86 1.00
H -3.75 1.14 -4.41
H 3.19 1.97 -0.79
H 6.49 1.21 1.01
H -0.80 -0.76 3.10
H -0.84 -3.86 3.14
H 4.15 1.25 1.98
H 0.20 5.25 1.50
H -1.58 -1.29 -1.61
H 0.35 2.12 -3.41
H 3.22 -0.48 0.21
H -2.79 -1.06 -3.76
H -2.00 5.78 2.40
H 2.33 -4.67 1.31
H -3.50 3.08 -2.89
H 5.83 2.85 1.09
H -3.14 1.67 2.03
H 0.65 -2.51 -4.89
H -2.34 2.81 -0.72
```

Summary:
<S²>: 3.78
LUMO level (spin up / spin down): 4.736 / 4.728 eV
Spin multiplicity: 4
Energy relative to the best compared isomer or geometry (same formula, charge and spin): 0.07 kcal/mol
Net charge: -2
Gap between HOMO and LUMO (spin up / spin down): 3.695 / 5.913 eV

Below is a molecular structure, C34H39AsBrMnN7O6, with properties calculated with ωB97M-V with the def2-TZVPD basis set.

```
89
Properties=species:S:1:pos:R:3
Br 5.14 3.80 4.42
As -0.94 2.22 -1.00
Mn -0.15 0.02 0.23
O -1.66 -5.09 -4.30
O 1.28 0.52 -1.00
O 3.27 -0.19 -1.77
O 0.54 -3.98 0.53
O -0.03 1.81 2.07
O 2.04 0.24 2.09
N -0.42 -4.47 -2.47
N -0.34 5.11 4.37
N -0.90 4.55 2.28
N -2.69 -3.88 -2.71
N -0.99 -1.02 1.91
N -1.99 -0.80 -0.82
N 0.59 -1.75 -0.05
C -3.18 -0.57 -0.29
C 1.73 -1.83 -0.95
C -4.26 -1.41 -0.51
C -4.08 -2.53 -1.30
C 3.44 1.93 3.13
C 3.37 -6.02 -3.51
C 1.12 2.30 2.64
C 3.20 -0.60 1.96
C 0.16 -2.81 0.62
C -2.98 6.00 2.07
C -1.55 -4.51 -3.24
C -3.40 7.21 4.14
C 1.26 -5.04 -4.19
C -1.51 5.78 4.01
C 1.19 3.55 3.22
C -2.84 -2.77 -1.89
C 2.93 -5.99 -2.19
C -3.73 6.88 2.81
C 2.52 -5.54 -4.49
C 0.84 -5.02 -2.87
C -1.83 -1.84 -1.64
C -1.21 1.71 -2.85
C 1.67 -5.50 -1.86
C 2.18 -0.40 -1.28
C -2.29 6.66 4.75
C -2.49 3.41 -0.79
C -0.99 -2.46 1.57
C 2.24 1.47 2.61
C 2.39 4.00 3.77
C 0.49 3.52 -1.28
C 3.50 3.19 3.70
C 0.00 4.42 3.32
C -1.86 5.45 2.70
C 4.75 -6.53 -3.85
H 4.77 -6.96 -4.85
H -5.22 -1.20 -0.06
H -2.15 1.16 -2.94
H -4.90 -3.23 -1.46
H -0.76 2.41 2.25
H -4.61 7.34 2.36
H -2.02 6.91 5.77
H -1.86 -0.76 2.35
H 2.83 -1.55 1.57
H -0.51 -4.28 -1.48
H 3.57 -6.36 -1.40
H 1.35 -5.46 -0.83
H -1.92 -2.68 1.04
H -0.95 -3.11 2.44
H 2.42 4.98 4.24
H 2.84 -5.55 -5.53
H 5.08 -7.29 -3.15
H 1.36 2.95 -1.61
H 3.66 -0.76 2.93
H -0.39 1.07 -3.15
H 0.20 4.25 -2.03
H -2.51 4.18 -1.57
H -4.02 7.90 4.68
H -2.48 3.90 0.18
H -0.26 -0.83 2.59
H 3.91 -0.16 1.26
H 0.62 -4.67 -4.97
H -0.85 -1.96 -2.08
H -3.24 5.76 1.04
H -0.69 4.32 1.32
H 0.77 4.04 -0.36
H -3.27 0.31 0.34
H 5.48 -5.72 -3.82
H -3.50 -4.17 -3.22
H -3.40 2.82 -0.86
H 2.55 -2.41 -0.55
H 4.33 1.32 3.09
H 1.47 -2.31 -1.90
H -1.24 2.59 -3.48
```

Summary:
<S²>: 0.87
LUMO level (spin up / spin down): -0.142 / -0.148 eV
Spin multiplicity: 2
Energy relative to the best compared isomer or geometry (same formula, charge and spin): 14.07 kcal/mol
Gap between HOMO and LUMO (spin up / spin down): 7.843 / 7.690 eV

Below is a molecular structure, C34H39Br2IrN6O5PS4, with properties calculated with ωB97M-V with the def2-TZVPD basis set.

```
92
Properties=species:S:1:pos:R:3
Ir -0.96 -0.61 2.28
Br -5.72 -4.72 4.44
Br 0.29 -2.63 -4.81
S -2.56 0.83 -2.77
S 1.79 0.48 -0.63
S 3.60 0.06 -2.95
S 1.05 -1.81 2.51
P 3.27 1.40 -1.42
O 4.68 1.45 -0.64
O -1.14 -0.74 0.07
O 3.15 2.98 -1.79
O -3.45 1.91 -3.16
O -1.40 0.63 -3.58
N -2.21 1.15 -1.22
N 1.62 0.87 3.04
N -2.12 0.91 1.77
N 3.39 -0.54 2.99
N -0.72 -3.85 -0.98
N 0.29 0.98 2.64
C -3.32 -4.01 3.18
C 4.79 -1.77 1.32
C 1.06 4.21 -1.62
C -2.31 -3.16 2.83
C 0.61 3.50 2.49
C -3.69 -2.26 -0.76
C -3.23 1.75 -0.32
C -3.99 -1.44 -3.46
C -4.44 -2.71 -3.02
C -0.59 -4.92 -3.55
C -3.06 0.66 0.72
C -1.49 2.14 1.88
C -3.40 -0.65 -2.50
C -0.99 -5.70 -2.47
C 4.21 -1.73 2.70
C -0.31 -3.61 -3.34
C -4.59 -2.14 4.08
C 6.21 3.31 -0.36
C -3.01 3.12 0.19
C -2.17 3.29 1.25
C -0.43 -3.12 -2.05
C -2.43 -1.78 3.00
C 5.24 2.33 0.28
C -3.57 -1.29 3.62
C -0.20 2.21 2.36
C -1.00 -5.15 -1.21
C -2.32 -0.15 -0.37
C 2.06 -0.40 2.91
C -4.43 -3.50 3.85
C 2.16 3.71 -2.56
C -3.20 -1.05 -1.17
C 4.15 3.07 1.09
C 1.59 2.98 -3.74
C -4.30 -3.05 -1.66
H 3.31 2.43 1.36
H 0.38 4.85 -2.19
H 4.00 -1.89 0.62
H -3.70 -0.24 3.78
H 1.43 3.34 3.18
H -3.47 -2.62 0.24
H -4.24 1.72 -0.76
H -1.15 -6.76 -2.66
H 1.09 2.07 -3.45
H -4.65 -4.02 -1.31
H 3.82 0.38 3.05
H 5.50 -2.58 1.18
H 5.20 -0.78 1.13
H -0.54 -5.37 -4.57
H -0.04 4.33 2.76
H 3.53 -2.58 2.94
H -1.28 -5.73 -0.35
H 5.04 -1.78 3.38
H -4.13 -1.08 -4.47
H -3.35 -5.10 3.04
H 2.33 2.70 -4.56
H 5.83 1.69 1.02
H 6.97 2.79 -0.93
H 1.51 4.79 -0.80
H -2.03 4.28 1.62
H -3.94 0.17 1.09
H 6.66 3.84 0.51
H 0.75 3.54 -4.23
H -0.15 -2.07 -1.90
H 1.14 3.70 1.55
H -3.60 3.91 -0.35
H 5.66 4.01 -0.95
H -4.95 -3.30 -3.75
H -1.42 -3.67 2.40
H 4.63 3.44 2.00
H 0.43 3.41 -1.23
H 3.74 3.92 0.57
H -5.49 -1.78 4.57
H 2.74 4.59 -2.88
```

Summary:
<S²>: 8.79
LUMO level (spin up / spin down): 0.444 / -2.564 eV
Spin multiplicity: 6
Energy relative to the best compared isomer or geometry (same formula, charge and spin): 52.30 kcal/mol
Gap between HOMO and LUMO (spin up / spin down): 7.409 / 5.865 eV

Below is a molecular structure, C34H39ClNO8RuSSb2Se4, with properties calculated with ωB97M-V with the def2-TZVPD basis set.

```
91
Properties=species:S:1:pos:R:3
Sb -2.79 1.04 0.09
Sb -2.46 -3.21 -0.41
Ru -0.26 0.05 0.70
Se -4.81 -3.99 -0.12
Se -2.28 -4.48 -2.44
Se -0.65 -1.88 0.01
Se 1.39 -1.15 0.32
Cl 0.86 2.71 2.27
S 3.95 -0.17 0.80
O 2.85 0.80 0.86
O 1.77 3.68 1.80
O 4.01 -0.86 -0.48
O -0.19 -0.75 3.10
O 1.42 1.79 3.20
O 5.20 0.43 1.21
O 0.32 1.96 1.12
O -0.29 3.33 2.87
N -1.06 -2.41 4.40
C 3.77 -2.75 1.76
C -3.15 4.86 -2.22
C 3.29 -3.70 2.65
C -4.37 -0.88 -1.75
C -1.03 -1.12 3.91
C -3.83 3.22 2.40
C 3.24 -1.00 3.33
C -2.15 -0.21 4.34
C -2.25 5.69 -1.56
C -4.86 1.70 0.63
C -4.39 2.76 -2.61
C 2.77 -1.96 4.22
C -1.69 3.85 -0.15
C 3.70 -1.41 2.09
C -4.72 -1.60 -2.89
C -6.00 1.28 -0.06
C -1.48 -3.42 3.43
C -1.51 5.18 -0.51
C -2.65 -0.97 -3.89
C -3.51 -0.86 3.95
C -2.30 -0.20 -2.78
C -3.21 -0.11 -1.72
C -2.99 -3.32 3.29
C -3.44 -1.91 2.84
C 2.74 -3.31 3.87
C -2.57 3.01 -0.81
C -3.34 3.53 -1.86
C -6.27 3.07 2.01
C -7.26 1.74 0.30
C -3.86 -1.62 -3.97
C -7.40 2.63 1.35
C -4.99 2.62 1.66
C -0.95 0.47 -2.77
C 2.10 -4.30 4.80
H -5.30 2.73 -2.01
H -4.17 -0.05 3.63
H -1.66 -2.47 5.22
H -8.38 2.99 1.64
H 4.09 -3.02 0.76
H -4.11 3.51 3.41
H -3.74 5.27 -3.03
H -6.36 3.79 2.82
H -2.01 0.75 3.85
H -1.12 3.49 0.70
H 2.34 -1.64 5.16
H -4.61 3.25 -3.56
H -3.47 -3.58 4.24
H -1.93 -1.09 -4.69
H -4.42 -2.03 2.36
H -4.09 1.73 -2.80
H -3.97 -1.32 4.84
H -0.95 1.45 -2.29
H -3.48 4.11 1.87
H -5.92 0.59 -0.88
H 3.17 0.05 3.55
H -2.13 6.72 -1.86
H -4.97 -1.03 -0.86
H 2.72 -4.44 5.69
H -4.10 -2.23 -4.83
H 1.96 -5.27 4.31
H -2.74 -1.55 2.07
H -2.10 -0.03 5.42
H -5.61 -2.22 -2.85
H -0.80 5.79 0.03
H -0.98 -3.24 2.47
H -0.22 -0.17 -2.24
H 1.12 -3.93 5.12
H -8.12 1.38 -0.25
H -3.33 -4.04 2.52
H -0.55 0.58 -3.78
H 3.27 -4.75 2.36
H -1.17 -4.41 3.78
H -2.97 2.54 2.47
```

Summary:
<S²>: 8.81
LUMO level (spin up / spin down): 3.856 / 3.071 eV
Spin multiplicity: 6
Energy relative to the best compared isomer or geometry (same formula, charge and spin): 171.60 kcal/mol
Net charge: -2
Gap between HOMO and LUMO (spin up / spin down): 4.827 / 4.749 eV